1.
Below is C54H66As3N3P3PtS2Se2Si as an isolated structure, with properties calculated with ωB97M-V/def2-TZVPD.

Summary:
E_tot = -435403.151 eV
energy above the lowest of the compared OMol25 structures with the same formula, charge and spin = 0.0 kJ/mol
F_max = 0.6 eV/A
Kohn-Sham gap (spin up / spin down) = 6.09 / 4.51 eV
multiplicity = 5
net charge = +1

Each line ends with the Löwdin charge.
CARTESIAN COORDINATES (ANGSTROEM)
1 Pt 0.47955 -0.26118 -1.71273  0.390
2 Se -4.56011 1.17705 3.27038  0.700
3 P -2.52158 2.03791 3.46899  0.730
4 C -2.60871 3.81510 3.62837  -0.358
5 C -1.42910 4.46809 3.99455  -0.069
6 C -1.42551 5.84504 4.12000  -0.054
7 C -2.59424 6.56731 3.89295  -0.055
8 C -3.76416 5.91619 3.53198  -0.061
9 C -3.77554 4.53440 3.39255  -0.093
10 C -1.64753 1.41912 4.89135  -0.373
11 C -0.32417 1.00735 4.76031  -0.079
12 C 0.38653 0.65401 5.90059  -0.059
13 C -0.22388 0.69997 7.14668  -0.054
14 C -1.54971 1.10284 7.27059  -0.059
15 C -2.26211 1.47303 6.14348  -0.082
16 C -1.77984 1.60529 1.93901  -0.454
17 C -1.64376 0.44160 1.16449  -0.433
18 N -1.09510 0.83404 0.01064  -0.084
19 N -0.88810 2.15190 0.06929  -0.047
20 N -1.32282 2.64934 1.19790  0.034
21 P -2.08198 -1.28802 1.38903  0.679
22 Se -1.12277 -2.60844 -0.01092  0.517
23 C -1.59504 -1.80182 3.04442  -0.349
24 C -2.46730 -1.74215 4.13141  -0.110
25 C -2.04356 -2.16074 5.38450  -0.065
26 C -0.75027 -2.63622 5.55702  -0.061
27 C 0.12831 -2.67493 4.48172  -0.070
28 C -0.28747 -2.25777 3.22662  -0.103
29 C -3.87610 -1.35427 1.21846  -0.401
30 C -4.50019 -0.37462 0.43804  -0.142
31 C -5.86871 -0.44152 0.20617  -0.074
32 C -6.61555 -1.47776 0.75059  -0.059
33 C -5.99292 -2.46563 1.50601  -0.057
34 C -4.62464 -2.41446 1.72960  -0.087
35 H -0.51738 3.90791 4.17241  0.114
36 H -0.51218 6.35676 4.39446  0.113
37 H -2.58840 7.64573 3.99903  0.113
38 H -4.67105 6.48083 3.35414  0.113
39 H -4.68442 4.03063 3.09224  0.063
40 H 0.14860 0.96647 3.78325  0.102
41 H 1.41882 0.34136 5.81254  0.111
42 H 0.33769 0.42141 8.03145  0.115
43 H -2.02053 1.13992 8.24558  0.114
44 H -3.29141 1.80837 6.24349  0.111
45 H -3.47610 -1.37038 4.00873  0.052
46 H -2.72777 -2.11697 6.22404  0.115
47 H -0.42511 -2.97523 6.53445  0.115
48 H 1.14285 -3.03260 4.61608  0.104
49 H 0.40215 -2.28398 2.38999  0.073
50 H -3.91873 0.43038 0.00455  0.105
51 H -6.34902 0.31566 -0.40244  0.116
52 H -7.68432 -1.52602 0.57446  0.114
53 H -6.57261 -3.28492 1.91537  0.114
54 H -4.14459 -3.20417 2.29283  0.117
55 C 2.64324 -1.40018 -4.93768  -0.276
56 As 2.49056 -0.38112 -3.29193  1.055
57 C 4.04397 -1.05835 -2.35534  -0.270
58 C 3.15971 1.35995 -3.92723  -0.313
59 C 2.88438 2.63961 -3.11809  -0.651
60 C 3.19415 2.47298 -1.63126  -0.073
61 C 1.42337 3.10403 -3.29480  -0.305
62 As -0.00777 1.78327 -3.08060  1.012
63 C -1.58256 2.87660 -2.78778  -0.276
64 C -0.33274 1.32027 -4.93607  -0.291
65 C 3.75128 3.76473 -3.72990  -0.385
66 As 5.71785 3.96451 -3.53773  1.135
67 C 5.85691 4.47544 -1.64635  -0.350
68 C 6.43281 2.14374 -3.35373  -0.359
69 H 3.57893 -1.13598 -5.43415  0.040
70 H 1.79759 -1.21866 -5.59273  -0.022
71 H 2.64955 -2.45788 -4.68010  0.030
72 H 4.92938 -0.93828 -2.98039  0.037
73 H 3.88610 -2.11258 -2.13738  0.031
74 H 4.15303 -0.52125 -1.41702  -0.005
75 H 2.78797 1.47808 -4.94897  0.085
76 H 4.23501 1.21210 -4.00557  0.043
77 H 2.51372 1.79271 -1.14051  0.016
78 H 3.11833 3.43890 -1.12212  0.096
79 H 4.20334 2.09451 -1.47716  0.055
80 H 1.28218 3.47876 -4.31009  0.081
81 H 1.21359 3.92629 -2.61146  0.089
82 H -1.73503 3.49908 -3.66730  0.036
83 H -1.44986 3.48147 -1.89985  0.006
84 H -2.43659 2.21514 -2.65833  0.025
85 H -0.37066 2.23936 -5.51867  0.039
86 H -1.27750 0.78728 -5.01478  0.009
87 H 0.44276 0.66679 -5.32710  -0.005
88 H 3.38919 4.72993 -3.35586  0.069
89 H 3.58538 3.79227 -4.80974  0.060
90 H 5.15647 5.28684 -1.44392  0.019
91 H 6.86686 4.84788 -1.47696  0.013
92 H 5.65867 3.65226 -0.96098  0.004
93 H 6.40198 1.62772 -4.31414  0.017
94 H 5.93903 1.54017 -2.59288  -0.002
95 H 7.48143 2.26199 -3.07613  0.021
96 C 3.36412 1.40810 3.17385  -0.174
97 Si 3.70530 -0.14304 2.19605  0.380
98 C 3.53629 -1.63412 3.30500  -0.178
99 C 5.42074 -0.08563 1.47431  -0.181
100 C 2.48863 -0.25010 0.85410  -0.233
101 C 1.73287 -0.24968 -0.10961  -0.375
102 H 4.09339 1.54796 3.98147  0.039
103 H 2.36190 1.37583 3.61818  -0.001
104 H 3.40548 2.28525 2.51861  0.035
105 H 4.23499 -1.59002 4.14826  0.039
106 H 3.73428 -2.55478 2.74703  0.041
107 H 2.51621 -1.69844 3.69932  -0.011
108 H 6.18354 -0.20321 2.25233  0.036
109 H 5.60014 0.87146 0.97104  0.027
110 H 5.55978 -0.88418 0.73921  0.029
111 S -0.96930 -2.31975 -5.69649  0.287
112 P -1.45630 -2.87705 -3.90993  0.135
113 S -1.56316 -1.26703 -2.53786  0.213
114 C -0.40944 -4.18444 -3.21471  -0.387
115 C -0.64641 -5.48571 -3.66193  -0.078
116 C 0.14723 -6.53220 -3.21878  -0.064
117 C 1.18449 -6.29156 -2.32474  -0.071
118 C 1.42920 -5.00091 -1.88202  -0.073
119 C 0.63732 -3.94996 -2.32936  -0.183
120 C -3.13405 -3.54143 -3.79346  -0.415
121 C -3.59428 -4.07042 -2.58613  -0.104
122 C -4.88382 -4.56940 -2.49647  -0.074
123 C -5.71754 -4.54547 -3.61138  -0.077
124 C -5.25959 -4.02503 -4.81218  -0.071
125 C -3.96560 -3.52243 -4.90634  -0.097
126 H -1.45488 -5.68136 -4.35903  0.116
127 H -0.04458 -7.53967 -3.56851  0.110
128 H 1.79780 -7.11225 -1.97319  0.108
129 H 2.23305 -4.80447 -1.18010  0.110
130 H 0.84692 -2.95065 -1.98599  0.005
131 H -2.94691 -4.09363 -1.71475  0.056
132 H -5.23825 -4.98385 -1.56025  0.104
133 H -6.72412 -4.94035 -3.54193  0.105
134 H -5.90627 -4.01274 -5.68181  0.108
135 H -3.59356 -3.11523 -5.83967  0.068

Forces on the atoms, in the same order (eV/Å):
Pt 0.190 0.009 -0.223
Se 0.116 0.155 0.146
P -0.563 -0.170 -0.112
C 0.056 0.101 0.031
C -0.017 0.025 0.028
C -0.073 0.051 -0.028
C 0.065 -0.009 0.019
C 0.011 -0.035 -0.013
C 0.054 0.055 -0.036
C 0.097 -0.063 0.090
C 0.002 -0.036 0.052
C -0.035 -0.018 0.019
C 0.053 -0.015 -0.014
C 0.003 0.018 -0.020
C -0.035 -0.002 0.013
C 0.005 0.181 -0.148
C 0.118 -0.009 0.007
N -0.073 0.312 0.236
N -0.178 -0.138 -0.004
N 0.252 -0.481 -0.041
P -0.020 0.059 -0.023
Se -0.024 -0.055 0.006
C 0.005 0.042 0.171
C -0.026 -0.053 -0.022
C 0.049 -0.007 0.010
C -0.045 0.020 0.037
C -0.014 -0.001 -0.014
C 0.055 0.017 0.053
C -0.100 0.114 -0.079
C -0.051 -0.025 0.076
C -0.065 -0.042 0.010
C 0.003 0.068 -0.053
C 0.093 -0.018 0.031
C -0.019 -0.014 -0.043
H -0.064 0.019 -0.004
H -0.033 -0.008 -0.006
H -0.001 -0.061 -0.005
H 0.049 -0.029 0.011
H 0.013 -0.027 0.018
H -0.069 -0.005 0.043
H 0.006 -0.011 -0.012
H -0.036 0.019 -0.065
H 0.026 -0.002 -0.058
H 0.080 -0.024 -0.042
H 0.025 -0.063 -0.021
H 0.043 -0.013 -0.048
H -0.019 0.026 -0.063
H -0.114 -0.016 0.014
H -0.012 0.002 -0.012
H -0.004 -0.013 0.000
H 0.037 -0.045 0.038
H 0.082 0.007 0.010
H 0.036 0.058 -0.027
H 0.042 0.004 0.035
C 0.071 -0.014 0.007
As -0.017 -0.114 0.149
C 0.032 0.071 -0.015
C -0.060 -0.007 0.013
C 0.050 0.038 -0.015
C 0.107 0.241 -0.123
C 0.034 -0.116 -0.020
As 0.049 0.004 0.092
C 0.075 0.027 -0.072
C 0.025 -0.090 0.029
C -0.072 0.019 0.059
As 0.036 0.030 0.007
C -0.024 -0.001 0.035
C 0.060 -0.036 -0.038
H -0.029 -0.030 0.010
H -0.059 0.028 -0.040
H -0.008 -0.042 -0.016
H 0.001 -0.018 0.009
H -0.009 -0.051 0.022
H 0.022 0.010 0.036
H -0.050 0.025 -0.005
H 0.030 -0.032 -0.045
H -0.233 -0.181 0.093
H 0.019 -0.044 -0.052
H 0.041 -0.023 -0.009
H -0.001 0.083 -0.071
H -0.019 0.020 0.106
H -0.018 0.037 -0.056
H -0.007 0.025 0.050
H -0.035 -0.031 0.025
H -0.021 0.019 -0.049
H -0.041 -0.022 0.008
H 0.047 -0.016 -0.007
H 0.010 -0.016 0.004
H -0.044 -0.020 -0.041
H 0.034 -0.008 0.007
H -0.015 -0.004 0.014
H 0.018 0.041 -0.031
H 0.013 0.001 0.033
H 0.007 0.021 0.003
H -0.020 -0.016 -0.005
C -0.025 0.224 0.162
Si 0.021 -0.039 0.074
C -0.046 -0.173 0.125
C 0.228 0.072 -0.079
C -0.324 -0.028 -0.338
C 0.205 0.161 0.149
H -0.108 -0.006 -0.103
H 0.154 0.021 -0.048
H -0.007 -0.082 0.093
H -0.091 -0.014 -0.080
H -0.007 0.057 0.052
H 0.186 0.062 -0.025
H -0.073 0.024 -0.096
H -0.012 -0.109 0.030
H 0.014 0.044 0.070
S 0.149 0.163 -0.129
P -0.028 0.038 0.271
S -0.169 -0.082 -0.136
C 0.053 -0.098 0.042
C -0.048 -0.033 -0.016
C 0.007 0.005 0.001
C -0.028 -0.010 -0.002
C 0.007 0.028 0.015
C 0.059 -0.150 -0.129
C -0.128 -0.094 0.022
C -0.038 -0.025 0.051
C 0.019 0.032 -0.054
C 0.030 0.000 0.022
C 0.035 0.020 -0.017
C -0.060 0.009 0.010
H 0.043 0.012 0.044
H 0.001 0.061 0.009
H -0.018 0.027 -0.019
H -0.059 -0.011 -0.061
H 0.054 0.227 0.039
H -0.042 0.005 -0.083
H 0.014 0.015 -0.028
H 0.036 0.012 -0.004
H 0.042 0.002 0.050
H -0.023 -0.029 0.048



2.
Below is C22H28N8O2RhS as an isolated structure in a non-equilibrium geometry, with properties calculated with ωB97M-V/def2-TZVPD.

Summary:
E_tot = -53123.184 eV
energy above the lowest of the compared OMol25 structures with the same formula, charge and spin = 18.2 kJ/mol
F_max = 1.0 eV/A
Kohn-Sham gap = 6.62 eV
multiplicity = 1
net charge = +1

Each line ends with the Löwdin charge.
CARTESIAN COORDINATES (ANGSTROEM)
1 Rh 0.30041 -0.09421 0.39137  1.009
2 O 1.55114 0.33257 -1.07995  -0.218
3 C 1.54107 -0.33160 -2.21805  -0.340
4 C 2.73618 -0.37833 -2.96740  -0.005
5 C 2.76532 -0.98640 -4.19320  -0.053
6 C 1.61113 -1.57572 -4.74755  -0.071
7 C 0.44432 -1.54628 -4.04003  -0.033
8 C 0.37927 -0.93992 -2.76158  -0.153
9 C -0.88409 -0.96281 -2.09822  -0.052
10 N -1.08147 -0.52767 -0.89612  -0.170
11 N -2.38975 -0.63226 -0.39997  0.117
12 C -2.38830 -0.42874 0.87851  -0.415
13 O -1.30875 -0.18299 1.59790  -0.243
14 C -3.66486 -0.51845 1.63719  -0.153
15 C -3.65591 -0.27270 3.00823  -0.041
16 C -4.83167 -0.35820 3.73960  -0.072
17 C -6.01808 -0.68798 3.10075  -0.071
18 C -6.02962 -0.92879 1.73268  -0.064
19 C -4.85782 -0.84592 0.99912  -0.022
20 H 3.61360 0.08975 -2.54164  0.119
21 H 3.69253 -1.01374 -4.75131  0.113
22 H 1.65359 -2.04159 -5.72162  0.109
23 H -0.45637 -1.98821 -4.44850  0.118
24 H -1.75693 -1.35645 -2.61122  0.144
25 H -2.73054 0.00471 3.49469  0.106
26 H -4.82323 -0.15846 4.80294  0.107
27 H -6.93709 -0.75059 3.66860  0.109
28 H -6.95695 -1.18249 1.23688  0.110
29 H -4.85854 -1.03239 -0.06588  0.112
30 C -0.86062 -3.02586 4.10517  -0.015
31 N -0.42905 -2.47688 2.82645  -0.010
32 C 0.45313 -2.99792 2.00572  -0.732
33 N 1.06863 -4.14966 2.29755  0.132
34 S 0.89236 -2.29199 0.47668  0.850
35 H -1.92645 -2.83551 4.21107  0.096
36 H -0.33120 -2.56079 4.93726  0.100
37 H -0.71894 -4.10236 4.15471  0.082
38 H -0.79829 -1.55754 2.56061  0.076
39 H 0.78806 -4.72565 3.07181  0.107
40 H 1.67994 -4.55737 1.60985  0.108
41 C 1.25252 0.58070 3.16985  -0.170
42 N 1.72714 0.61048 1.75070  -0.215
43 C 1.96527 2.05573 1.38944  -0.160
44 N 2.91255 2.68511 2.27820  -0.077
45 C 2.40341 2.59431 3.65017  -0.149
46 N 2.20399 1.19965 4.06478  -0.077
47 C 3.48973 0.50095 3.95082  -0.153
48 N 4.02015 0.55064 2.58606  -0.077
49 C 3.06494 -0.07415 1.69809  -0.179
50 C 4.18234 1.95698 2.20251  -0.147
51 H 1.10550 -0.46604 3.44280  0.114
52 H 0.29363 1.09861 3.21315  0.127
53 H 1.00211 2.57016 1.45552  0.136
54 H 2.31891 2.07777 0.35992  0.119
55 H 1.45419 3.12748 3.71904  0.133
56 H 3.11863 3.06251 4.32530  0.133
57 H 3.35655 -0.54276 4.24220  0.130
58 H 4.20380 0.96573 4.62969  0.133
59 H 2.91955 -1.11602 1.97682  0.096
60 H 3.40646 -0.02678 0.66386  0.125
61 H 4.57018 2.01064 1.18467  0.135
62 H 4.89743 2.42756 2.87655  0.133

Forces on the atoms, in the same order (eV/Å):
Rh 0.026 -0.138 -0.756
O 0.371 -0.272 0.454
C -0.079 0.124 -0.229
C -0.233 0.060 0.179
C -0.105 -0.155 -0.248
C 0.264 0.075 0.015
C 0.001 0.068 0.196
C 0.057 -0.202 -0.111
C 0.020 0.359 0.105
N -0.840 -0.589 -0.204
N 0.600 0.148 0.198
C -0.574 -0.270 0.198
O 0.149 0.252 0.097
C 0.255 0.021 -0.047
C -0.083 -0.009 0.027
C 0.038 -0.013 -0.051
C -0.022 0.007 0.022
C 0.015 -0.009 -0.010
C -0.041 -0.016 -0.013
H 0.012 -0.002 -0.025
H -0.001 0.008 0.003
H 0.006 0.001 0.002
H 0.000 -0.005 0.008
H 0.014 0.086 -0.077
H -0.005 0.021 0.011
H -0.003 0.002 0.000
H 0.000 -0.004 -0.009
H 0.002 0.003 -0.003
H 0.012 0.007 0.007
C -0.031 -0.005 -0.002
N 0.107 0.189 0.088
C 0.013 -0.084 0.031
N -0.018 0.020 -0.189
S -0.035 0.233 0.178
H 0.004 0.034 0.013
H 0.044 -0.002 -0.020
H -0.029 -0.012 -0.034
H -0.197 -0.111 -0.158
H -0.011 0.004 0.004
H 0.032 -0.009 0.032
C 0.084 0.004 -0.062
N 0.293 0.121 0.291
C -0.108 -0.008 0.007
N -0.049 -0.118 0.059
C 0.006 0.011 0.021
N 0.041 0.006 -0.075
C -0.005 -0.029 0.019
N -0.142 0.050 0.009
C -0.029 0.091 -0.080
C 0.041 0.012 0.016
H 0.041 0.021 0.050
H -0.009 0.008 0.017
H 0.004 0.022 -0.017
H 0.040 0.023 0.004
H -0.002 0.009 -0.006
H 0.000 0.014 0.007
H 0.004 -0.004 0.017
H 0.011 -0.002 0.003
H 0.019 -0.024 0.044
H 0.017 -0.019 0.008
H -0.011 0.000 -0.007
H 0.020 -0.002 -0.007